A cluster of 16 separate species, C82H212N16O25 in total at a distorted geometry, computed with the ωB97M-V functional and the def2-TZVPD basis.

Last column: Löwdin charge in e.
Positions of all 335 atoms, in Å:
H: -7.4927 0.3910 1.8185  0.04
O: 3.9242 1.7400 -5.4471  -0.22
H: -0.7962 0.2320 -1.6839  0.12
H: 5.2554 7.3433 -1.0560  0.09
O: 3.2940 -0.4611 0.5709  -0.18
C: 7.3714 0.4985 5.1732  -0.16
H: 0.0504 -1.9428 -4.1347  0.08
H: 9.4276 4.1742 -4.8489  0.09
H: -3.5009 0.2041 6.1671  0.11
H: 1.1731 1.0908 -5.1590  0.10
H: -2.1745 4.0119 3.3649  0.07
H: -8.6132 1.4359 -6.3496  0.11
O: -2.4595 -0.6583 -0.0069  -0.23
H: -7.2657 -5.2884 -6.3860  0.11
H: -0.4034 -5.2545 2.5143  0.08
H: 8.4587 -5.6942 -1.5878  0.12
N: -7.3022 0.8949 2.6728  0.04
H: 4.9660 -7.0800 -0.5034  0.08
C: 2.4345 -1.1856 5.1724  -0.09
N: 9.2315 0.2293 -1.7809  -0.05
H: -8.3947 -1.5360 4.4125  0.07
C: -4.7224 -2.7024 4.7849  -0.10
C: 6.1110 -4.5514 1.9421  -0.14
C: 0.9415 5.1567 0.3023  -0.19
H: 1.2371 2.6313 2.6140  0.03
H: 6.3297 -5.2580 4.4119  0.12
H: -4.2628 2.6439 -2.1490  0.06
C: 6.5904 -4.2207 4.2021  -0.23
H: 1.4802 2.5563 -4.1888  0.06
C: -3.8524 -0.8070 0.3777  -0.07
C: -4.3733 1.9927 7.0668  -0.18
H: -5.7723 -2.8157 -6.2676  0.11
C: -6.1203 -3.1704 -5.2975  -0.18
C: 5.8609 4.0265 -1.6364  -0.17
H: -9.7936 -0.4338 -2.1615  0.07
H: 9.2413 -0.7686 -1.6253  0.09
H: 2.6823 1.5255 1.1352  0.09
C: 7.7778 -3.1809 -0.9630  -0.08
H: 7.6563 4.1180 -4.7381  0.08
H: 3.3059 -3.0200 -3.1939  0.12
H: 4.5868 -7.1312 -2.2574  0.07
O: -3.7999 4.7169 2.4896  -0.18
O: -1.0817 5.0083 -0.8318  -0.22
H: -5.6255 6.3386 8.4493  0.07
H: -7.4854 -3.9584 2.0307  0.08
H: -4.7022 2.9575 3.0499  0.12
N: 7.2244 -7.9199 -2.0020  0.03
C: 6.3408 2.8841 -0.7601  -0.35
C: -5.8897 -0.8569 3.6959  -0.17
H: 7.3471 4.1406 0.7320  0.07
H: 11.1040 0.7111 -0.7713  0.12
O: -9.4501 0.9543 -3.6949  -0.21
H: 5.8687 0.0818 -5.5831  0.11
H: -2.9955 -1.7019 7.7240  0.08
C: 0.6031 -3.4737 0.4583  -0.17
H: 3.2763 5.4391 3.5887  0.12
H: -7.3566 3.4710 9.5427  0.12
H: 0.7002 4.3166 -5.1556  0.10
H: -0.8962 -5.7903 0.9779  0.08
H: 8.4260 0.4825 4.8980  0.12
C: -3.8957 -1.4253 8.2728  -0.10
H: 7.6519 2.5618 3.2706  0.08
C: -8.5291 -0.7443 3.6754  -0.07
H: -2.9656 -7.2944 -7.7183  0.09
H: -3.6215 -2.2920 -2.0661  0.06
H: -7.3637 3.0799 -0.1870  0.11
C: 3.3969 4.5275 3.0035  -0.21
H: 6.7929 -1.7433 3.9125  0.09
H: 5.8003 2.3204 -4.7055  0.10
H: 2.7778 2.9959 -6.5503  0.08
C: 1.2930 0.3198 3.7434  -0.23
H: 0.4775 -2.6266 -2.5287  0.07
C: 6.6899 2.2400 3.6696  -0.15
H: -0.2625 4.3739 -7.3891  0.05
C: -10.1973 0.5050 -2.5407  -0.08
H: 1.0528 -0.4704 3.0321  0.13
H: -5.6462 -7.1579 -1.3775  0.08
H: 8.0627 -7.9741 -2.5627  0.07
H: 7.6579 -4.3592 4.0304  0.12
H: -2.7905 3.8094 -0.4941  0.07
O: -3.9575 -2.4324 -4.1364  -0.18
O: -3.9632 0.0097 8.2563  -0.19
H: -5.8645 -4.9907 -7.2338  0.10
H: 4.6359 -5.6817 -1.4380  0.07
C: 6.7859 -0.8275 5.7703  -0.19
O: -5.1395 1.9572 -3.9501  -0.20
O: 2.6672 3.5042 3.6603  -0.21
H: 7.7246 -3.2174 0.1251  0.07
C: -5.4030 -2.3819 -4.1978  -0.20
H: -4.3332 0.4683 -4.9655  0.11
N: -5.7159 -4.6072 -5.1404  -0.04
C: -4.0263 2.3206 -3.1627  -0.09
H: -6.7412 -5.5200 2.2677  0.09
H: -4.7093 -4.6874 -5.1621  0.10
H: -5.7998 1.7323 1.1154  0.06
C: -3.3352 -1.8081 -2.9999  -0.08
H: 0.2835 -0.0157 0.6390  0.11
H: -3.7553 -1.7734 9.2962  0.09
N: 4.5182 -0.8533 -4.2286  -0.03
C: -4.4812 -5.3456 -1.0039  -0.45
H: 7.4403 1.8813 -2.2002  0.03
C: -2.0973 0.7620 -0.1743  -0.17
H: -2.0142 1.2501 0.7967  0.09
H: -3.0135 5.5742 -0.1556  0.08
H: 2.8453 -2.2854 -1.6629  0.09
N: -3.1177 -5.7859 -1.1660  0.05
H: 3.7246 1.4275 -0.1815  0.10
H: 0.1300 1.8254 4.6792  0.14
C: -1.0627 -4.9821 1.6901  -0.04
C: -0.3605 4.2800 -5.4037  -0.40
H: -4.0714 -4.7632 1.1123  0.09
H: -6.0281 -7.3383 -5.1713  0.11
H: 10.1330 0.6422 1.3983  0.11
C: 6.3851 -3.1915 5.2985  -0.17
H: 6.4492 0.1348 -3.9777  0.09
H: -6.1592 0.6239 -1.6936  0.10
C: -0.8888 2.8052 -5.4871  -0.18
H: -6.4439 -1.6883 -0.4922  0.07
C: -4.2430 0.4696 6.9200  -0.20
H: -3.9159 -2.0662 5.1493  0.07
H: -3.4280 4.3843 4.5915  0.07
O: 5.7086 5.2705 -0.9118  -0.21
C: -2.5348 4.8272 -0.7888  -0.07
H: -9.3103 -0.0828 4.0498  0.08
C: 7.4256 -5.4988 -1.3002  -0.26
C: -7.1911 -0.0182 3.8088  -0.38
H: -3.3399 3.0169 -3.6446  0.07
H: -2.0951 -5.1165 2.0130  0.06
H: 7.1743 -4.6585 1.7274  0.07
H: 4.8563 -1.3879 1.6779  0.08
H: 0.7132 -2.5537 -0.1157  0.11
H: 1.1643 4.2223 -0.2128  0.10
H: -11.2376 0.3126 -2.8029  0.08
O: -4.4701 -7.1617 -6.4973  -0.23
H: -6.9810 6.5906 7.3321  0.08
H: 4.4531 3.4186 -6.5663  0.09
H: 5.9769 2.5092 2.8903  0.07
H: -4.7351 -1.9474 7.8137  0.08
O: 1.9198 -1.5366 -3.3976  -0.23
H: 3.6653 -0.4380 -4.5753  0.07
C: -8.4746 0.4441 -5.9192  -0.17
H: -4.0227 -1.8649 0.5777  0.07
H: -8.0122 -1.7216 0.2104  0.08
H: 2.5257 2.3168 5.3259  0.08
H: -2.8986 5.0271 -1.7966  0.07
H: -8.8428 -1.1960 2.7344  0.07
H: -6.5341 -7.4766 -6.8277  0.11
H: -8.0830 1.5107 2.8498  0.08
H: 2.4194 -1.9091 4.3572  0.08
C: -6.9734 1.0969 -1.1447  -0.17
H: 6.2233 6.6623 -2.3582  0.08
H: -4.9099 4.3651 0.3235  0.10
H: -0.9945 4.5858 1.2067  0.10
C: -6.5629 -4.5183 1.8768  -0.09
H: 0.3097 1.8557 1.7147  0.02
H: -7.1740 0.5459 4.7413  0.14
H: -4.1701 -0.2512 1.2599  0.08
H: 2.2627 0.7433 3.4820  0.10
H: -2.7341 -3.2270 0.4317  0.04
H: -9.1998 -0.9071 -4.3599  0.11
H: 5.6826 -5.5435 2.0843  0.10
H: -1.9729 1.3868 3.6357  0.06
H: -2.0391 5.0407 -4.1620  0.06
H: 6.5742 -8.4766 -2.5382  0.06
H: 3.4063 -0.6926 5.1461  0.07
H: -3.7656 -5.5897 -7.5968  0.07
N: -5.6521 2.4350 7.6411  -0.07
H: 5.0617 -1.1512 -2.2744  0.11
H: -10.4977 0.0026 -5.0755  0.12
O: 1.4283 -3.4755 1.6084  -0.19
H: -7.1776 -2.9054 -5.2989  0.11
H: -7.7864 1.1485 -1.8689  0.09
H: -4.9815 -6.3660 -2.8934  0.06
H: -2.9329 -5.6015 -2.1417  0.07
O: 8.6588 2.5115 -3.8468  -0.22
H: 7.4292 -5.7406 -0.2374  0.11
H: 2.9946 3.8882 5.7766  0.09
H: -4.2034 2.4768 6.1051  0.10
H: -7.9278 3.7825 7.9717  0.11
H: -5.0086 4.1661 8.6888  0.12
H: -5.7935 -1.1548 2.6518  0.11
C: -2.9803 4.6900 3.6458  -0.09
C: 4.1379 -0.9598 -2.8203  -0.19
H: 9.4642 -2.0641 2.4357  0.08
O: -6.1172 -4.5626 0.5167  -0.18
H: 8.5881 0.0255 0.7965  0.11
O: 7.0253 -4.2233 -1.5661  -0.16
H: -5.0468 -0.1964 3.8996  0.11
H: 10.7731 2.1595 -4.0220  0.13
C: 9.9423 2.1152 -3.3178  -0.19
H: 1.5348 0.0756 -1.0535  0.11
H: -3.4993 1.3721 -3.0584  0.07
H: -5.7337 1.9239 8.5084  0.11
C: 5.3991 6.4577 -1.6750  -0.08
H: -3.6165 2.3311 7.7745  0.12
C: 6.6078 -6.5827 -2.0220  -0.41
N: -0.6811 4.9574 -6.6788  0.03
H: -2.5301 5.6604 3.8550  0.09
C: 2.8975 0.8867 0.2786  -0.21
C: -6.1810 1.2677 -5.9986  -0.18
H: 8.0668 2.5473 0.8370  0.05
C: -9.4542 0.0711 -4.7681  -0.23
H: -6.1181 3.9187 1.4650  0.11
H: -7.8939 -1.3365 -1.5193  0.08
C: 4.4434 -0.4059 1.4471  -0.06
H: -4.4874 -0.4633 -0.4389  0.07
C: -1.1699 0.6587 3.5208  -0.05
H: -5.1784 0.0166 6.5916  0.11
H: 4.5154 6.2596 -2.2816  0.08
H: -4.1944 1.9533 -5.9078  0.11
H: 3.3902 -2.9970 2.0040  0.06
N: 6.7226 1.6530 -1.5273  0.08
H: -4.4352 -3.1623 3.8393  0.07
N: -7.1368 0.3701 -5.3538  -0.08
H: 4.1249 0.1493 2.3294  0.07
H: -6.1348 3.1052 -1.4712  0.10
H: -0.5910 4.7365 -3.2684  0.06
C: -6.6955 6.5357 8.3826  -0.08
O: 5.8873 -3.7401 3.0607  -0.19
H: 9.0682 0.2994 -3.7830  0.12
O: 10.3486 -1.2951 0.7006  -0.19
H: 2.4429 -1.8301 6.0514  0.09
O: -5.8779 -1.9200 4.6439  -0.20
C: 1.5827 0.9980 -0.4748  -0.20
C: 4.9588 1.6622 -4.4893  -0.23
H: 5.3173 -3.1612 5.5150  0.11
C: -4.8480 -5.2240 0.5018  -0.19
H: 7.2750 1.0118 -0.9761  0.03
C: 9.6675 0.0053 0.6461  -0.18
C: -5.3669 -6.2332 -1.8825  -0.06
H: -7.1609 0.6969 -4.3984  0.09
H: -4.4225 -6.8677 -8.6083  0.08
H: 4.5136 2.0210 -3.5613  0.10
O: -7.4409 5.4661 9.0440  -0.19
H: -4.6276 -4.3672 -1.4616  0.11
H: -1.7448 -2.4408 -0.3962  0.05
O: 6.6264 0.8961 3.9974  -0.20
O: -7.3184 0.1714 -0.1167  -0.24
C: -5.8683 -6.9225 -6.1661  -0.16
C: -6.1864 -5.3894 -6.2717  -0.23
H: 6.4878 2.9259 4.4923  0.08
H: 1.0698 -3.3852 -4.0407  0.09
H: -0.6042 2.3089 -6.4149  0.12
C: 3.0553 -2.0752 -2.7116  -0.19
C: -4.1930 3.4302 2.2099  -0.25
C: -7.4202 -1.2067 -0.5463  -0.06
C: 3.0031 4.7249 1.5164  -0.15
H: 6.9573 -3.5094 6.1701  0.12
H: -2.2538 -1.9052 -2.9040  0.07
C: 2.7929 -3.6451 1.3625  -0.11
H: 1.0728 1.1728 -3.3283  0.07
N: 0.2911 2.2780 2.6320  0.07
H: -5.7943 -4.1005 2.5270  0.05
H: 7.2471 -1.0484 6.7330  0.12
C: -3.8595 -6.6711 -7.6959  -0.10
H: -5.9661 0.7413 -6.9286  0.12
O: -0.5069 2.0189 -4.3801  -0.20
H: -6.8663 7.5364 8.7796  0.08
H: 6.6513 4.1590 -2.3751  0.09
H: 4.9812 3.7543 -2.2195  0.11
C: -0.7556 0.9557 -0.8699  -0.15
H: 10.7109 0.1272 -3.3433  0.12
H: 4.1260 2.7769 5.0171  0.07
C: 0.8669 1.6600 -4.2813  -0.08
H: -2.5951 -5.0555 -0.7040  0.00
C: -5.8030 3.7962 8.0406  -0.25
C: 5.1644 -6.6342 -1.4780  -0.05
H: 8.6581 4.4883 -3.3218  0.08
H: 1.3399 5.9522 -0.3275  0.12
H: -10.2220 1.3359 -1.8357  0.10
H: -5.7489 4.3379 7.0963  0.11
H: -5.9156 -2.6733 -3.2810  0.11
C: 3.6577 3.0645 -5.9107  -0.10
H: -5.5745 -1.3365 -4.4544  0.08
H: 3.0917 -4.6543 1.6458  0.09
C: 7.6077 3.2572 0.1490  -0.03
H: 1.6357 1.8942 -1.0930  0.12
H: 10.9386 -1.0864 2.7049  0.08
H: -1.3203 0.2838 2.5084  0.06
N: 0.3071 0.8847 0.1820  -0.05
H: 0.9038 -4.3407 -0.1298  0.13
H: 4.4676 4.3236 2.9888  0.10
H: 8.8223 -3.3131 -1.2452  0.09
H: 5.7553 -4.2294 0.9633  0.08
H: 9.9016 1.8118 -0.6051  0.08
H: -6.6394 2.2566 -6.0084  0.12
H: 10.2227 2.6553 -2.4135  0.11
H: 5.5559 2.5998 -0.0592  0.09
H: -1.3936 -0.0852 4.2853  0.08
H: -1.9783 2.8114 -5.4560  0.10
H: 7.2743 1.3366 5.8634  0.11
N: 7.0729 -1.9189 4.8669  -0.06
C: 10.0198 0.7296 -0.6604  -0.22
H: 3.1350 3.7238 1.1059  0.10
H: 5.7045 -0.8074 5.9054  0.10
H: 3.4647 3.6712 -5.0260  0.08
N: -1.8219 -3.3585 0.0185  0.04
C: -0.5813 5.2846 0.4794  -0.20
H: 3.0533 -3.5308 0.3103  0.08
C: 0.8189 -2.4459 -3.5479  -0.08
C: -7.1748 4.1183 8.6848  -0.21
H: -3.3146 2.8376 1.9545  0.10
H: -2.9407 1.2399 -0.6727  0.09
C: 5.5338 0.2460 -4.5589  -0.15
H: 3.6739 -0.0587 -2.4193  0.10
C: -0.9540 5.1264 -4.2194  -0.05
H: -8.5577 -0.2501 -6.7554  0.11
H: 11.1243 -2.6198 2.0397  0.09
N: 1.5601 5.1003 1.6299  -0.05
H: 6.7006 -6.3119 -3.0738  0.13
C: 0.1714 1.3314 3.7085  -0.41
H: 0.0010 5.7022 -6.6913  0.06
N: -5.4616 2.3121 0.3607  -0.05
C: 9.7949 0.6364 -3.0438  -0.21
C: -5.1786 3.5790 1.0292  -0.20
H: 8.3543 3.4481 -0.6219  0.06
H: 1.0266 4.4488 2.1875  0.06
O: 1.3702 -0.2836 4.9860  -0.17
C: 3.1088 3.1656 4.9686  -0.08
C: -4.8398 1.3970 -5.2280  -0.18
H: 7.5587 -2.1559 -1.2620  0.07
H: -4.9565 -3.4005 5.5886  0.10
C: -0.8400 -3.6027 1.0183  -0.40
C: 8.5862 3.8784 -4.2223  -0.11
H: -4.8795 -6.2404 0.8942  0.13
C: 10.4337 -1.7766 2.0290  -0.11
H: -1.0822 -2.8429 1.7614  0.13
H: -3.5903 -0.7533 -2.8972  0.06
H: -0.9085 6.2738 0.7997  0.12
C: -6.5358 2.5311 -0.6360  -0.15
H: 3.5959 5.5129 1.0519  0.12
H: -6.2957 -5.7429 -2.1743  0.07
H: 5.1956 0.2476 1.0052  0.07
H: -0.7244 6.1910 -4.2649  0.08
H: -0.7547 1.8975 -1.4185  0.12

Results
Kohn-Sham gap ... 0.323 Ha
Max |F| ... 0.07972 Eh/bohr
E_HOMO ... -8.39 eV